Record 1
DFT (the ωB97M-V functional and the def2-TZVPD basis) results for a cluster of 3 separate species, C16H38BBrN2O7P in total.

XYZ file:
```
66
Properties=species:S:1:pos:R:3:forces:R:3
H 5.4876 2.5865 -3.8740 0.31 0.03 -0.17
B 5.5119 1.5298 -4.5383 0.07 0.77 -0.11
C -3.4712 -0.3172 2.4201 0.17 -0.19 -0.06
H 1.4667 0.9125 6.2888 0.02 -0.01 0.00
C 6.9452 0.7588 -4.5571 -0.02 0.68 -1.29
H -5.3356 1.1100 -0.0012 0.00 -0.06 0.01
H -7.2832 -2.5196 1.1613 0.00 -0.03 -0.01
H 7.7489 1.1382 -3.9200 -0.63 -1.16 1.56
H 2.8010 -1.4729 -5.7346 0.20 -0.06 0.15
H -3.3122 1.7683 2.7486 0.00 0.01 0.00
H -4.1605 1.8623 -1.0970 0.01 0.01 0.01
O -6.1403 -1.9845 -0.4269 0.09 -0.08 -0.02
H 7.0892 -0.3835 -6.3769 -1.83 -0.35 0.03
H 0.6780 -1.7938 4.2741 -0.05 0.08 -0.01
H -0.7397 1.1674 0.9334 -0.02 -0.03 -0.05
C -3.8501 1.1143 2.0568 0.05 0.12 0.20
H 2.2847 0.9786 0.4863 0.01 0.02 0.10
H 0.5035 -0.5700 6.1209 -0.02 0.01 0.00
H 1.2941 -1.8340 1.8360 0.01 0.01 -0.03
C 0.9840 0.2477 5.5734 0.07 0.06 -0.02
Br 2.9586 -1.0787 -1.8412 0.13 -0.09 -0.12
H 2.3938 -2.0701 3.9477 -0.01 0.00 0.03
H 3.0211 1.8432 -3.8467 -0.73 -0.10 -0.14
H -5.8282 -1.7612 2.9043 -0.01 0.02 0.01
O 4.5921 0.5736 -3.8185 -0.05 0.06 -0.36
O 1.4097 2.7125 1.2191 -0.06 -0.07 0.11
C 1.3167 1.4903 0.5027 0.02 0.02 -0.26
H -3.9977 0.1539 -0.6994 -0.10 -0.04 0.02
C 1.4236 -0.9300 2.4386 -0.07 0.18 0.02
H 0.2125 0.8201 5.0451 -0.06 -0.06 0.03
O 4.8227 1.7519 -5.8531 -0.09 0.09 -0.08
O -3.4451 1.5278 0.7674 -0.04 -0.03 -0.01
C -5.5872 -1.4555 1.8806 0.16 0.08 -0.08
H 2.8825 1.9044 2.4476 -0.03 -0.04 0.03
H -5.4295 -2.4114 -2.2735 -0.02 0.01 0.00
H 2.3570 -0.4499 2.1176 0.05 -0.10 -0.01
C 1.5916 -1.3294 3.8877 0.17 -0.20 -0.09
C 7.1377 -0.3704 -5.2905 0.53 0.04 0.53
H 1.3791 2.3942 3.2794 0.06 -0.08 0.03
C 3.3055 0.8871 -4.3131 1.82 -0.50 0.60
H -3.6197 -0.4498 3.4980 -0.05 0.04 0.00
C 0.1811 0.5775 0.9413 -0.24 -0.01 0.09
H 2.4925 3.6189 2.6699 0.01 0.00 -0.01
H 0.2724 0.6514 2.9642 0.05 0.01 -0.01
H 2.8209 1.6491 -6.3305 -0.04 -0.17 -0.23
H -4.9190 1.3195 2.2053 -0.02 -0.07 -0.10
H 1.1093 1.7768 -0.5301 0.04 0.00 -0.01
C 3.6040 1.0800 -5.8209 0.18 -0.01 0.47
C 2.0689 2.6353 2.4627 0.00 0.16 -0.06
H 0.0624 -0.2040 0.1837 0.08 0.00 -0.02
C -6.2198 -2.4368 0.9172 -0.23 0.02 0.12
O 1.9842 -0.2313 4.7043 -0.12 0.00 0.05
C -5.2282 -2.6934 -1.2415 -0.02 0.08 -0.04
H -6.0572 -0.4772 1.7062 -0.09 -0.04 0.05
H -2.3991 -0.4292 2.2369 0.01 0.01 0.08
N 0.2640 -0.0684 2.2536 0.05 0.07 0.04
N -4.1415 -1.4162 1.7292 -0.10 0.12 -0.11
H -5.3594 -3.7749 -1.1391 0.02 0.00 0.00
H 7.3786 -1.3194 -4.8050 1.62 0.24 -0.27
H -5.7742 -3.4310 1.0237 0.09 0.04 -0.03
P 2.2145 -0.5427 -3.8811 -1.11 0.64 -0.28
H -4.1865 -2.4407 -1.0173 0.02 -0.08 0.02
H 3.7877 0.0802 -6.2464 -0.51 0.01 -0.35
C -4.2827 1.1308 -0.2983 0.10 0.10 -0.06
O 2.8455 -1.7472 -4.8063 0.11 -0.12 0.13
H -3.9171 -1.3587 0.7448 0.03 -0.03 0.00
```
Positions in Å, forces in eV/Å.

Orbital gap   0.2133 hartree
Strongest force on any atom   2.0 eV Å⁻¹
Lowest unoccupied orbital energy   2.2463 eV
Charge   -1
Electronic energy   -114526.528 eV

Atomic charges from the natural (NBO) analysis, expressed in e, are listed below:
1. H -0.160
2. B 0.589
3. C -0.253
4. H 0.188
5. C -0.394
6. H 0.166
7. H 0.179
8. H 0.180
9. H 0.492
10. H 0.190
11. H 0.191
12. O -0.555
13. H 0.176
14. H 0.169
15. H 0.210
16. C -0.084
17. H 0.176
18. H 0.165
19. H 0.198
20. C -0.240
21. Br -0.270
22. H 0.184
23. H 0.194
24. H 0.187
25. O -0.739
26. O -0.545
27. C -0.089
28. H 0.160
29. C -0.245
30. H 0.156
31. O -0.725
32. O -0.544
33. C -0.242
34. H 0.174
35. H 0.193
36. H 0.177
37. C -0.067
38. C -0.450
39. H 0.147
40. C -0.279
41. H 0.181
42. C -0.263
43. H 0.183
44. H 0.347
45. H 0.157
46. H 0.155
47. H 0.201
48. C -0.065
49. C -0.242
50. H 0.201
51. C -0.067
52. O -0.553
53. C -0.243
54. H 0.166
55. H 0.233
56. N -0.637
57. N -0.627
58. H 0.168
59. H 0.164
60. H 0.174
61. P 1.000
62. H 0.163
63. H 0.128
64. C -0.244
65. O -0.994
66. H 0.352

---

Record 2
DFT (the ωB97M-V functional and the def2-TZVPD basis) results for a cluster of 3 separate species, C16H38BN2O5S2 in total.

XYZ file:
```
64
Properties=species:S:1:pos:R:3:forces:R:3
H -5.6582 -3.6276 -2.5530 -0.06 0.14 0.16
H 5.4006 4.0955 0.3180 -0.01 -0.06 0.08
C -5.1263 -2.6834 -2.7094 0.14 0.42 -0.49
O 6.5527 5.0821 1.7635 -0.44 -0.16 -0.02
O 5.0419 0.9581 0.6028 0.02 -0.49 0.28
H 1.9096 -1.2588 3.2644 -0.49 -0.60 -1.16
H 2.8908 -0.9996 -0.1080 -0.42 -1.51 -0.18
H -6.2305 0.1167 -0.4726 0.23 -0.13 -0.02
H -7.0384 -1.3142 -1.6619 -0.02 -0.01 -0.06
H -0.1645 -5.0076 -0.5730 0.26 0.47 -0.71
H 6.9234 3.2828 0.8157 -0.14 -0.16 -0.14
H -8.9527 -0.2773 -2.5003 0.02 0.09 -0.08
S 1.0125 -1.0685 2.2110 -0.12 0.03 -0.02
H -5.0782 -3.8573 -0.3885 -0.13 0.01 -0.01
N -7.2565 -1.4384 -2.6422 0.20 0.05 -0.23
C -1.6147 -2.2835 0.0858 1.33 -0.53 0.13
H 3.4564 2.0844 3.3414 0.02 0.04 0.02
H 6.5871 3.9060 4.1587 -0.08 0.08 -0.01
C -7.3873 1.1060 -2.9566 -0.44 0.08 -0.10
H -5.7283 1.7835 -0.2312 -0.06 0.03 -0.08
C 2.6904 -2.1069 -0.3014 2.26 -0.64 -0.27
H -5.4394 -0.7160 -3.4659 0.19 -0.05 -0.16
C -5.1178 -2.7647 -0.3277 0.15 0.18 -0.05
O -0.1082 -4.1403 -1.0374 0.44 1.23 2.62
S 1.3492 -2.6787 0.8978 1.66 0.49 0.83
C -8.0325 -0.2799 -3.0917 -0.01 -0.02 0.32
H 4.6124 0.0091 2.4303 0.20 0.09 -0.03
B -0.2114 -3.0818 -0.0930 -3.00 -0.71 -2.11
O -7.2066 1.5368 -1.6128 0.31 -0.15 -0.27
H 2.3691 -2.2756 -1.3832 0.28 0.11 1.56
C -6.0158 -1.6448 -3.3871 -0.12 -0.17 0.48
H 6.1401 -0.7753 0.9721 0.04 0.05 0.08
H -2.4287 -2.9005 -0.4100 0.97 1.04 0.59
C 6.2817 0.2643 0.6597 0.02 0.08 -0.25
C 3.9514 -2.9747 0.0620 -0.30 0.00 -0.33
H -1.4516 -1.2944 -0.4702 -0.56 -1.10 0.84
H -5.2018 0.9367 -1.6959 -0.05 -0.10 -0.04
O -4.5748 -2.1653 -1.4937 -0.13 -0.42 0.21
H -1.8206 -2.1092 1.1922 0.07 0.09 -1.45
H 4.8628 3.9547 4.4794 -0.05 -0.01 -0.08
C 5.4750 4.9846 2.6850 0.20 0.19 0.33
H 6.9772 4.7173 -0.1973 -0.04 0.05 0.09
C 4.2636 0.8297 1.7922 -0.17 0.55 -0.17
C 4.2161 2.1513 2.5548 0.44 -0.20 -0.07
H -6.4549 1.1974 -3.5251 0.10 -0.10 0.12
C 4.8768 -3.7305 0.3443 -1.87 0.18 1.00
H -8.0797 1.8257 -3.4038 0.02 -0.03 0.07
H 6.7110 0.2594 -0.3432 -0.10 0.08 0.05
H 4.5118 4.9883 2.1620 0.04 -0.14 -0.11
H -4.5121 -2.4523 0.5253 -0.05 0.08 -0.07
H 6.9844 0.7651 1.3291 0.06 -0.14 0.09
H -4.2768 -2.8886 -3.3671 -0.03 -0.02 -0.01
H 3.9099 2.9304 1.8480 -0.25 -0.08 -0.07
H -8.3312 -0.4363 -4.1333 0.10 0.02 0.00
C 5.6048 3.8270 3.6843 0.26 -0.04 -0.12
H 5.4316 -4.5325 0.9121 -0.47 1.50 -1.37
H 3.2477 0.5854 1.4660 -0.06 0.07 0.05
C 6.4389 4.2433 0.6259 0.37 0.23 0.05
H 6.2375 2.3329 2.4709 -0.05 0.01 0.04
C -6.0278 1.0571 -0.9901 -0.31 0.24 0.23
N 5.5081 2.4617 3.1605 -0.31 -0.03 -0.05
H -6.2561 -1.9856 -4.3990 -0.01 0.02 0.04
H -6.1444 -2.4352 -0.1550 -0.08 -0.18 0.07
H 5.5015 5.9120 3.2653 0.04 -0.06 -0.03
```
Positions in Å, forces in eV/Å.

Orbital gap   0.2066 hartree
Strongest force on any atom   3.7 eV Å⁻¹
Lowest unoccupied orbital energy   -4.7391 eV
Charge   +1
Electronic energy   -52760.781 eV

Atomic charges from the natural (NBO) analysis, expressed in e, are listed below:
1. H 0.184
2. H 0.168
3. C -0.072
4. O -0.538
5. O -0.558
6. H 0.209
7. H 0.302
8. H 0.153
9. H 0.348
10. H 0.532
11. H 0.152
12. H 0.210
13. S -0.024
14. H 0.173
15. N -0.622
16. C -1.034
17. H 0.186
18. H 0.213
19. C -0.087
20. H 0.189
21. C -0.546
22. H 0.168
23. C -0.250
24. O -0.898
25. S 0.381
26. C -0.252
27. H 0.175
28. B 0.900
29. O -0.540
30. H 0.294
31. C -0.244
32. H 0.169
33. H 0.292
34. C -0.249
35. C -0.101
36. H 0.283
37. H 0.168
38. O -0.569
39. H 0.265
40. H 0.193
41. C -0.087
42. H 0.197
43. C -0.070
44. C -0.242
45. H 0.161
46. C -0.150
47. H 0.198
48. H 0.201
49. H 0.159
50. H 0.179
51. H 0.171
52. H 0.183
53. H 0.177
54. H 0.197
55. C -0.252
56. H 0.283
57. H 0.155
58. C -0.245
59. H 0.354
60. C -0.244
61. N -0.626
62. H 0.200
63. H 0.177
64. H 0.200

---

Record 3
DFT (the ωB97M-V functional and the def2-TZVPD basis) results for a structure of composition C16H38BaNO7.

XYZ file:
```
63
Properties=species:S:1:pos:R:3:forces:R:3
H 0.8559 -3.8765 -1.8805 0.78 -0.16 0.61
H 2.6316 -2.7948 -3.7095 -0.13 0.59 -0.14
N 1.8036 -0.5987 -2.0936 1.22 0.50 2.56
H -4.1804 -0.6648 6.5964 0.28 -0.36 -0.59
O 1.2351 -0.4111 -3.3201 -0.69 -0.33 -1.40
H 3.9671 -2.1590 -2.7299 0.18 -0.56 -0.09
C 2.8442 0.4420 -1.8993 -0.24 0.72 0.67
C 0.7664 -2.8013 -1.7259 -0.76 -0.09 -1.47
H -3.5516 0.4127 -5.0256 -0.01 -0.23 -0.23
H -4.7795 0.8309 5.9707 -0.17 -0.01 -0.23
O -5.5788 0.1300 3.5407 -1.19 0.64 -1.34
H -5.8633 -0.5909 6.2046 -0.19 0.28 0.11
H -0.7763 1.1350 -4.2117 0.33 0.62 0.30
H 3.7975 0.3860 -3.9601 -0.32 -0.10 0.20
H 1.1697 1.7250 -1.4091 -0.25 -0.42 0.15
C -1.5724 0.2817 1.0064 0.40 -0.89 -2.71
H -3.7754 -0.4449 3.9377 0.32 -0.56 0.37
H 3.1179 -3.7689 -2.4394 0.51 0.15 0.48
H 0.4912 0.9530 4.2054 0.34 0.27 -0.67
H 2.5980 2.5983 -1.3587 0.66 -0.03 -0.52
O -2.1464 0.1539 -0.1231 0.10 0.10 -0.47
C 3.0293 -2.7137 -2.6979 -0.04 0.06 -0.59
C -0.1358 1.6712 4.7337 0.79 -0.78 -0.37
H 3.9226 -1.1328 1.0796 0.14 0.23 0.02
H 0.9547 3.4399 4.3474 0.18 -0.02 -0.31
H -1.9546 0.2339 -2.1213 0.15 -0.20 0.46
H 0.0924 -2.6629 -0.8805 0.18 0.36 0.12
H 4.6170 1.3811 -2.7530 -0.44 0.50 -0.08
Ba -4.7776 0.9424 1.0719 1.98 -0.57 0.26
H -0.0954 -0.3302 0.2903 1.32 -0.29 -0.69
H 0.3344 -0.2146 -3.0520 -0.58 -0.05 -0.57
H 4.2253 0.9334 -0.3129 -0.33 0.70 0.02
O -1.4415 1.1386 4.6860 -0.68 0.08 1.29
H -4.9963 -1.7539 4.2135 0.01 0.07 -0.09
C -0.0481 3.0515 4.1693 0.52 0.38 -0.24
C 2.6126 -2.1094 -0.3128 1.92 1.17 0.24
H 1.8304 2.0912 -2.9412 0.44 0.31 -0.06
H 2.5064 0.7221 0.2227 0.09 0.06 0.03
C 2.0827 -1.9978 -1.7469 -0.78 -1.36 0.48
H 0.2178 -2.6030 -2.6467 -0.32 0.60 0.00
C -1.8083 0.9953 -3.8898 0.65 0.26 -2.21
H 4.6447 -1.4459 -0.4853 0.16 0.46 -0.16
H -0.6986 3.7840 4.6471 -0.35 -0.28 0.00
H -6.4802 0.1033 3.8700 -0.27 0.04 0.19
H 1.8536 -2.0154 0.4638 -0.28 -0.10 -0.22
C -2.5074 0.6649 -5.2103 -0.19 0.48 0.31
O -1.8311 -0.0818 -3.0194 -0.36 -0.74 0.86
H -2.4741 1.5496 -5.8461 -0.11 0.14 0.01
O -2.2454 0.5812 1.9635 -2.51 1.54 4.13
H 4.7991 -0.2470 -2.6226 -0.23 -0.55 -0.20
C 4.0300 0.4743 -2.8989 0.58 -0.18 0.80
H 0.3768 1.6372 5.6950 -1.11 -0.02 0.71
H -1.7004 1.0203 3.7692 0.32 -0.07 -0.38
H -0.2337 2.9956 3.0966 -0.04 0.38 -0.09
C 3.3012 0.3681 -0.4338 1.67 -2.22 0.11
H 3.1544 -3.0493 -0.2070 -0.70 -0.45 0.04
C -4.7580 -0.6973 4.3363 1.54 0.53 2.62
C -4.8825 -0.2498 5.8732 -0.19 -0.52 -1.40
O -0.2623 0.0388 1.1607 -1.32 0.12 -0.38
C 3.7429 -1.0802 0.0058 -1.63 0.18 -0.51
H -1.9827 -0.1029 -5.7789 -0.17 -0.26 0.32
H -2.1911 1.9306 -3.4814 -0.08 -0.03 0.26
C 2.1231 1.8020 -1.9319 -1.11 -0.04 -0.35
```
Positions in Å, forces in eV/Å.

Orbital gap   0.1882 hartree
Strongest force on any atom   5.1 eV Å⁻¹
Lowest unoccupied orbital energy   -4.7971 eV
Charge   +1
ΔE to the lowest compared entry with this formula, charge and spin   62.4 kcal per mole
Electronic energy   -33718.174 eV

Atomic charges from the Löwdin analysis, expressed in e, are listed below:
1. H 0.085
2. H 0.089
3. N -0.118
4. H 0.083
5. O -0.009
6. H 0.069
7. C -0.488
8. C -0.034
9. H 0.069
10. H 0.078
11. O -0.302
12. H 0.070
13. H 0.100
14. H 0.089
15. H 0.069
16. C -0.842
17. H 0.087
18. H 0.088
19. H 0.109
20. H 0.088
21. O -0.138
22. C -0.025
23. C -0.335
24. H 0.104
25. H 0.079
26. H 0.032
27. H 0.073
28. H 0.083
29. Ba 2.030
30. H 0.094
31. H 0.060
32. H 0.118
33. O -0.090
34. H 0.120
35. C -0.088
36. C -0.136
37. H 0.081
38. H 0.108
39. C -0.510
40. H 0.078
41. C -0.342
42. H 0.101
43. H 0.077
44. H 0.097
45. H 0.104
46. C -0.076
47. O -0.074
48. H 0.075
49. O -0.173
50. H 0.064
51. C -0.019
52. H 0.114
53. H 0.015
54. H 0.068
55. C -0.125
56. H 0.118
57. C -0.260
58. C -0.031
59. O 0.153
60. C -0.148
61. H 0.080
62. H 0.115
63. C -0.049